Here is 10 unconnected molecules or ions with the total composition C37H68O20S4 from the OMol25 dataset. Energies are from ωB97M-V/def2-TZVPD.

Bonds (Å) are listed after each position.
Positions of all 129 atoms, in Å:
1 C -4.58 -16.48 1.94  C2 1.571, H8 1.090, H9 1.090, H10 1.090
2 C -4.91 -16.58 0.41  C1 1.571, C3 1.583, O7 1.378, H11 1.090
3 C -5.33 -18.06 0.05  C2 1.583, O4 1.417, H12 1.090, H13 1.090
4 O -6.74 -17.98 -0.05  C3 1.417, C5 1.401
5 C -7.14 -16.64 0.04  O4 1.401, O6 1.210, O7 1.404
6 O -8.27 -16.21 -0.02  C5 1.210
7 O -6.03 -15.80 0.21  C2 1.378, C5 1.404
8 H -5.09 -17.23 2.54  C1 1.090
9 H -4.57 -15.52 2.46  C1 1.090
10 H -3.52 -16.73 1.99  C1 1.090
11 H -4.06 -16.17 -0.15  C2 1.090
12 H -5.09 -18.76 0.86  C3 1.090
13 H -4.85 -18.41 -0.87  C3 1.090
14 C -2.79 -10.80 -5.92  C15 1.598, H21 1.090, H22 1.090, H23 1.090
15 C -2.43 -12.22 -6.55  C14 1.598, C16 1.563, O20 1.467, H24 1.090
16 C -1.08 -12.86 -6.06  C15 1.563, O17 1.442, H25 1.090, H26 1.090
17 O -1.44 -14.23 -5.79  C16 1.442, C18 1.328
18 C -2.76 -14.37 -5.74  O17 1.328, O19 1.199, O20 1.330
19 O -3.37 -15.36 -5.46  C18 1.199
20 O -3.37 -13.25 -6.10  C15 1.467, C18 1.330
21 H -3.81 -10.51 -6.19  C14 1.090
22 H -2.15 -10.00 -6.28  C14 1.090
23 H -2.74 -10.77 -4.83  C14 1.090
24 H -2.47 -12.22 -7.64  C15 1.090
25 H -0.62 -12.42 -5.18  C16 1.090
26 H -0.42 -12.68 -6.91  C16 1.090
27 C -9.43 -20.17 -5.41  C28 1.522, H34 1.090, H35 1.090, H36 1.090
28 C -9.58 -18.77 -5.99  C27 1.522, C29 1.539, O33 1.429, H37 1.090
29 C -9.19 -18.48 -7.45  C28 1.539, O30 1.393, H38 1.090, H39 1.090
30 O -10.22 -17.66 -7.91  C29 1.393, C31 1.325
31 C -11.23 -17.66 -7.05  O30 1.325, O32 1.217, O33 1.340
32 O -12.26 -17.04 -7.22  C31 1.217
33 O -10.95 -18.37 -5.94  C28 1.429, C31 1.340
34 H -9.71 -20.92 -6.16  C27 1.090
35 H -10.02 -20.39 -4.52  C27 1.090
36 H -8.41 -20.45 -5.16  C27 1.090
37 H -8.97 -18.09 -5.40  C28 1.090
38 H -9.26 -19.43 -7.97  C29 1.090
39 H -8.24 -17.99 -7.68  C29 1.090
40 C -6.77 -13.34 -12.40  C41 1.537, H44 1.090, H45 1.090, H46 1.090
41 C -6.64 -11.81 -12.42  C40 1.537, O42 1.248, C43 1.545
42 O -5.61 -11.22 -12.05  C41 1.248
43 C -7.88 -11.00 -12.86  C41 1.545, H47 1.090, H48 1.090, H49 1.090
44 H -7.70 -13.55 -11.87  C40 1.090
45 H -5.95 -13.80 -11.84  C40 1.090
46 H -6.92 -13.67 -13.43  C40 1.090
47 H -8.05 -11.13 -13.93  C43 1.090
48 H -7.85 -9.93 -12.66  C43 1.090
49 H -8.63 -11.55 -12.29  C43 1.090
50 C -13.17 -13.81 -12.84  C51 1.512, H54 1.090, H55 1.090, H56 1.090
51 C -12.94 -13.20 -14.21  C50 1.512, O52 1.263, C53 1.538
52 O -12.29 -13.76 -15.14  C51 1.263
53 C -13.53 -11.79 -14.40  C51 1.538, H57 1.090, H58 1.090, H59 1.090
54 H -12.28 -14.20 -12.35  C50 1.090
55 H -13.83 -14.64 -13.09  C50 1.090
56 H -13.72 -13.10 -12.22  C50 1.090
57 H -12.79 -11.00 -14.36  C53 1.090
58 H -14.32 -11.69 -13.65  C53 1.090
59 H -13.99 -11.81 -15.39  C53 1.090
60 C -8.98 -25.56 -9.64  C61 1.504, H64 1.090, H65 1.090, H66 1.090
61 C -10.42 -25.20 -9.90  C60 1.504, O62 1.217, C63 1.528
62 O -10.81 -24.05 -9.91  C61 1.217
63 C -11.38 -26.32 -10.31  C61 1.528, H67 1.090, H68 1.090, H69 1.090
64 H -8.95 -25.79 -8.58  C60 1.090
65 H -8.32 -24.70 -9.66  C60 1.090
66 H -8.62 -26.30 -10.35  C60 1.090
67 H -12.25 -25.84 -10.75  C63 1.090
68 H -11.61 -26.86 -9.39  C63 1.090
69 H -10.90 -26.85 -11.13  C63 1.090
70 C -19.09 -16.39 -3.55  C71 1.558, C76 1.524, H77 1.090, H78 1.090
71 C -19.16 -15.29 -4.65  C70 1.558, C72 1.537, H79 1.090, H80 1.090
72 C -19.30 -15.93 -6.03  C71 1.537, S73 1.764, H81 1.090, H82 1.090
73 S -20.23 -17.42 -5.81  C72 1.764, O74 1.468, O75 1.455, C76 1.912
74 O -19.49 -18.56 -6.36  S73 1.468
75 O -21.63 -17.25 -6.17  S73 1.455
76 C -20.10 -17.48 -3.90  C70 1.524, S73 1.912, H83 1.090, H84 1.090
77 H -19.38 -15.98 -2.58  C70 1.090
78 H -18.09 -16.78 -3.38  C70 1.090
79 H -18.23 -14.71 -4.64  C71 1.090
80 H -19.98 -14.60 -4.47  C71 1.090
81 H -18.36 -16.30 -6.44  C72 1.090
82 H -19.83 -15.30 -6.75  C72 1.090
83 H -19.90 -18.53 -3.70  C76 1.090
84 H -21.09 -17.29 -3.48  C76 1.090
85 C -15.31 -25.15 -4.26  C86 1.498, C91 1.552, H92 1.090, H93 1.090
86 C -14.42 -26.23 -4.78  C85 1.498, C87 1.566, H94 1.090, H95 1.090
87 C -15.39 -27.31 -5.36  C86 1.566, S88 1.873, H96 1.090, H97 1.090
88 S -16.78 -26.38 -6.20  C87 1.873, O89 1.429, O90 1.436, C91 1.852
89 O -18.07 -26.72 -5.69  S88 1.429
90 O -16.56 -26.38 -7.62  S88 1.436
91 C -16.22 -24.78 -5.47  C85 1.552, S88 1.852, H98 1.090, H99 1.090
92 H -14.74 -24.24 -4.07  C85 1.090
93 H -15.81 -25.42 -3.32  C85 1.090
94 H -13.80 -26.66 -4.00  C86 1.090
95 H -13.79 -25.81 -5.57  C86 1.090
96 H -15.96 -27.72 -4.52  C87 1.090
97 H -15.11 -28.16 -5.98  C87 1.090
98 H -17.06 -24.10 -5.39  C91 1.090
99 H -15.56 -24.32 -6.20  C91 1.090
100 C -9.98 -19.07 -17.53  C101 1.522, C106 1.583, H107 1.090, H108 1.090
101 C -11.04 -19.49 -16.53  C100 1.522, C102 1.562, H109 1.090, H110 1.090
102 C -10.30 -20.40 -15.51  C101 1.562, S103 1.793, H111 1.090, H112 1.090
103 S -8.58 -19.90 -15.41  C102 1.793, O104 1.453, O105 1.454, C106 1.836
104 O -7.64 -20.98 -15.70  S103 1.453
105 O -8.37 -19.23 -14.14  S103 1.454
106 C -8.63 -18.69 -16.79  C100 1.583, S103 1.836, H113 1.090, H114 1.090
107 H -10.30 -18.24 -18.16  C100 1.090
108 H -9.87 -19.99 -18.11  C100 1.090
109 H -11.84 -20.13 -16.93  C101 1.090
110 H -11.54 -18.66 -16.04  C101 1.090
111 H -10.39 -21.43 -15.88  C102 1.090
112 H -10.53 -20.35 -14.45  C102 1.090
113 H -7.76 -18.75 -17.44  C106 1.090
114 H -8.76 -17.70 -16.35  C106 1.090
115 C -9.98 -11.17 -6.94  C116 1.544, C121 1.548, H122 1.090, H123 1.090
116 C -11.10 -11.08 -5.88  C115 1.544, C117 1.511, H124 1.090, H125 1.090
117 C -10.68 -10.15 -4.76  C116 1.511, S118 1.867, H126 1.090, H127 1.090
118 S -9.83 -8.76 -5.67  C117 1.867, O119 1.454, O120 1.494, C121 1.849
119 O -8.54 -8.58 -5.02  S118 1.454
120 O -10.75 -7.64 -6.00  S118 1.494
121 C -9.52 -9.72 -7.22  C115 1.548, S118 1.849, H128 1.090, H129 1.090
122 H -10.32 -11.51 -7.92  C115 1.090
123 H -9.13 -11.73 -6.54  C115 1.090
124 H -11.38 -12.05 -5.48  C116 1.090
125 H -12.02 -10.71 -6.33  C116 1.090
126 H -9.86 -10.63 -4.22  C117 1.090
127 H -11.45 -9.87 -4.04  C117 1.090
128 H -8.48 -9.63 -7.54  C121 1.090
129 H -10.17 -9.23 -7.93  C121 1.090

## Properties
highest occupied orbital energy = -9.598 eV
2S+1 = 1
E_LUMO = -0.003 eV
largest force on an atom = 3.984 eV/A
total charge = 0
Kohn-Sham gap = 9.595 eV
energy = -123758.1867 eV

Mulliken atomic charge list, values in e, 4 entries: number 1, C, carries -1.325; number 2, C, carries 0.421; number 3, C, carries -0.476; number 4, O, carries -0.313